w) Formula: C2H14O4S
Source: the Open Molecules 2025 dataset
Level of theory: ωB97M-V/def2-TZVPD

As for the SMILES: CCS.O.O.O.O. The HOMO-LUMO gap comes out at 9.78 eV. The LUMO energy comes out at 0.4 eV.

Atoms and positions in Å:
1 C -3.9303 -3.0394 -0.1956
2 C -3.3544 -1.6934 0.1269
3 S -1.6739 -1.7196 0.9966
4 H -4.8374 -2.8308 -0.7667
5 H -4.1505 -3.6443 0.7953
6 H -3.2042 -3.6332 -0.8625
7 H -3.1999 -1.1159 -0.7748
8 H -4.1470 -1.2381 0.8191
9 H -2.0670 -1.7940 2.2672
10 O 3.0054 5.7723 -1.2974
11 H 3.9864 5.6241 -1.1992
12 H 2.8365 5.6808 -2.1929
13 O -0.1918 1.9513 -1.9318
14 H 0.7023 1.5815 -1.9323
15 H -0.7094 1.3373 -1.3897
16 O 1.7628 0.3802 -0.0525
17 H 1.2707 0.3429 0.7595
18 H 2.4494 1.0339 0.3080
19 O 4.5371 -0.9815 1.5772
20 H 4.9553 -1.2532 0.7864
21 H 3.6971 -1.1589 1.4845

=====

x) Formula: C2H14O4S
Source: the Open Molecules 2025 dataset
Level of theory: ωB97M-V/def2-TZVPD

As for the SMILES: CCS.O.O.O.O. The HOMO-LUMO gap comes out at 9.74 eV. The LUMO energy comes out at 0.3 eV.

Atoms and positions in Å:
1 C 2.2647 0.9743 0.2236
2 C 1.6802 -0.3448 0.8001
3 S 0.7577 -0.1386 2.3646
4 H 2.4167 1.7324 0.9753
5 H 1.6955 1.2909 -0.6510
6 H 3.2660 0.7628 -0.1295
7 H 0.9383 -0.7002 0.0767
8 H 2.4464 -1.1065 0.9107
9 H 1.7840 0.4719 2.9725
10 O 0.9727 -2.7826 -3.1639
11 H 0.2091 -2.7323 -2.5736
12 H 0.5931 -3.0691 -4.0145
13 O -1.4051 1.7769 0.6346
14 H -1.5126 2.6599 0.2632
15 H -0.4521 1.6926 0.7684
16 O -1.5307 -1.2162 -2.4224
17 H -1.2849 -0.7284 -1.6241
18 H -2.3576 -1.6323 -2.1486
19 O -3.6322 1.3182 2.4697
20 H -3.9008 0.3962 2.4829
21 H -2.9485 1.3751 1.7854

=====

y) Formula: C2H14O4S
Source: the Open Molecules 2025 dataset
Level of theory: ωB97M-V/def2-TZVPD

As for the SMILES: CSC.O.O.O.O. The HOMO-LUMO gap comes out at 9.28 eV. The LUMO energy comes out at 0.4 eV.

Atoms and positions in Å:
1 C 1.5804 -0.6213 4.8967
2 S 0.7149 0.8746 4.3558
3 C 1.8820 2.0546 3.6775
4 H 0.7415 -1.2427 5.1958
5 H 2.0982 -0.5156 5.8514
6 H 2.1323 -1.0439 4.0799
7 H 2.7396 2.2295 4.3107
8 H 2.2084 1.7738 2.6820
9 H 1.3430 2.9916 3.5486
10 O -0.4879 3.4480 -6.5870
11 H 0.1019 2.8576 -6.1053
12 H -1.3445 3.2569 -6.1636
13 O -3.3103 1.3666 -3.9453
14 H -3.6422 1.7648 -3.1303
15 H -3.2075 0.4549 -3.6159
16 O 0.2867 -1.3402 1.0748
17 H 0.2917 -1.0268 1.9892
18 H 0.2767 -2.3003 1.2178
19 O -1.4919 -4.9461 -4.7781
20 H -0.7024 -5.3032 -4.3727
21 H -2.2105 -4.7330 -4.1821

=====

x) is favored, and the nearest alternative lies 11.4 kcal/mol above it.

=====

w) Formula: C2H14O4S
Source: the Open Molecules 2025 dataset
Level of theory: ωB97M-V/def2-TZVPD

As for the SMILES: CCS.O.O.O.O. The HOMO-LUMO gap comes out at 9.46 eV. The LUMO energy comes out at 0.5 eV.

Atoms and positions in Å:
1 C 2.4039 2.4943 0.8632
2 C 2.0728 1.6772 -0.3788
3 S 3.5276 0.8066 -1.0940
4 H 1.6870 3.3156 0.9859
5 H 2.3490 1.8633 1.7429
6 H 3.3689 2.9885 0.8245
7 H 1.6739 2.3308 -1.1456
8 H 1.3488 0.8996 -0.1583
9 H 4.4118 1.2865 -0.2140
10 O -1.6071 -1.8032 2.4266
11 H -2.2524 -1.4005 3.0240
12 H -1.8441 -1.3502 1.6021
13 O -0.8499 -0.7872 -1.9301
14 H -1.3065 -1.5122 -1.4680
15 H -0.1997 -0.5509 -1.2528
16 O -2.6913 0.3576 -0.1918
17 H -3.6172 0.5397 -0.4110
18 H -2.2931 0.2594 -1.0842
19 O -2.0417 -3.4624 -0.8255
20 H -2.7533 -4.0701 -1.0523
21 H -1.3874 -3.8822 -0.2628

=====

x) Formula: C2H14O4S
Source: the Open Molecules 2025 dataset
Level of theory: ωB97M-V/def2-TZVPD

The HOMO-LUMO gap comes out at 3.28 eV. The LUMO energy comes out at -5.1 eV.

Atoms and positions in Å:
1 C -1.3587 -0.7998 -0.7541
2 S -1.9333 0.9101 -0.3193
3 C -0.3084 1.6541 -0.1326
4 H -1.5127 -1.5261 0.0389
5 H -1.8199 -1.0882 -1.6931
6 H -0.3078 -0.5653 -0.9005
7 H -0.6239 2.6072 0.2930
8 H 0.1588 1.8505 -1.1029
9 H 0.3140 1.0324 0.5012
10 H -1.2802 -0.6771 3.6201
11 H 0.7633 -1.2618 1.6118
12 O 1.6704 -1.3800 1.3154
13 H 1.8509 -0.7042 0.6234
14 H 3.0663 0.5016 -0.9688
15 O 2.1403 0.2521 -0.8983
16 H -1.8611 1.5199 2.2738
17 H -1.3369 0.2087 2.4049
18 O -0.9295 -0.6310 2.7208
19 H 1.0660 -1.1946 -3.4839
20 H 1.4336 -0.2772 -2.1843
21 O 0.8090 -0.4312 -2.9653

=====

y) Formula: C2H14O4S
Source: the Open Molecules 2025 dataset
Level of theory: ωB97M-V/def2-TZVPD

As for the SMILES: CSC.O.O.O.O. The HOMO-LUMO gap comes out at 8.66 eV. The LUMO energy comes out at 0.4 eV.

Atoms and positions in Å:
1 C -1.0655 1.5534 3.0631
2 S -0.6632 0.2220 1.8919
3 C -0.2846 -1.1586 3.0452
4 H -1.6319 2.3081 2.5357
5 H -0.1454 2.0197 3.4234
6 H -1.5873 1.1373 3.9213
7 H -1.0397 -1.8969 2.8157
8 H 0.6912 -1.5614 2.7935
9 H -0.3529 -0.8458 4.0702
10 O -0.7963 1.3202 -3.7753
11 H -0.3400 2.1632 -3.8549
12 H -1.7122 1.5017 -4.0026
13 O 0.8345 -1.6016 -3.4865
14 H 1.5846 -1.9370 -2.9860
15 H 1.1699 -0.9348 -4.0927
16 O 3.7771 2.1079 0.8581
17 H 4.4979 1.9206 0.2561
18 H 3.0789 2.5684 0.3744
19 O -2.4078 -3.0226 -2.2946
20 H -1.8133 -2.7357 -2.9993
21 H -1.7938 -3.1281 -1.5567

=====

z) Formula: C2H14O4S
Source: the Open Molecules 2025 dataset
Level of theory: ωB97M-V/def2-TZVPD

As for the SMILES: CCS.O.O.O.O. The HOMO-LUMO gap comes out at 9.43 eV. The LUMO energy comes out at 0.1 eV.

Atoms and positions in Å:
1 C 1.7038 -3.4966 0.3007
2 C 2.6984 -2.8101 -0.7070
3 S 1.9197 -1.6184 -1.8588
4 H 2.1753 -4.4410 0.5738
5 H 0.7655 -3.8129 -0.1699
6 H 1.5266 -2.7185 1.0539
7 H 3.4971 -2.3072 -0.1491
8 H 3.0628 -3.6201 -1.3330
9 H 1.5772 -0.7035 -0.9649
10 O -1.0181 4.3312 4.6027
11 H -0.9937 3.9420 3.7197
12 H -1.3158 3.6048 5.1530
13 O -0.9038 0.4818 -2.8696
14 H -0.2403 1.1672 -2.9102
15 H -0.5375 -0.1734 -3.4774
16 O -1.7199 3.0832 1.0440
17 H -2.3182 2.4581 0.6125
18 H -1.0223 3.2612 0.4083
19 O -3.2446 1.3071 -0.8234
20 H -3.2608 0.4288 -1.2237
21 H -2.3514 1.6363 -0.9817

=====

w) is favored, and the nearest alternative lies 8.0 kcal/mol above it.

=====

w) Formula: C4H6N
Source: the Open Molecules 2025 dataset
Level of theory: ωB97M-V/def2-TZVPD

The HOMO-LUMO gap comes out at 11.33 eV. As for the total charge: +1. The LUMO energy comes out at -4.1 eV.

Atoms and positions in Å:
1 C 1.0167 -0.9079 -0.0387
2 C -0.2570 -0.7363 0.1981
3 C 1.1118 0.5268 -0.0901
4 C -1.5167 -0.2753 -0.2151
5 N -0.4208 0.7467 0.1645
6 H 1.5321 -1.8320 -0.1869
7 H 1.5069 0.9210 0.8323
8 H 1.6163 0.8683 -0.9878
9 H -1.6512 -0.4262 -1.3406
10 H -2.3190 -0.0630 0.4939
11 H -0.6192 1.1780 1.1705

=====

x) Formula: C4H6N
Source: the Open Molecules 2025 dataset
Level of theory: ωB97M-V/def2-TZVPD

The HOMO-LUMO gap (alpha / beta) comes out at 8.62 / 6.55 eV. As for the total charge: +1. The LUMO energy (alpha / beta) comes out at -5.9 / -6.8 eV.

Atoms and positions in Å:
1 C 2.1657 -1.1525 -0.2450
2 C 0.1440 1.8804 0.2702
3 C 0.4983 0.6425 -0.0055
4 C -1.7685 -1.1157 -0.0093
5 N 1.4920 -0.1267 -0.1498
6 H 3.0278 -1.8367 -0.5084
7 H 0.7254 2.7137 0.2832
8 H -0.9336 2.0776 0.4039
9 H -1.5533 -1.7109 -0.9103
10 H -1.4388 -1.1272 0.9649
11 H -2.3591 -0.2445 -0.0939

=====

y) Formula: C4H6N
Source: the Open Molecules 2025 dataset
Level of theory: ωB97M-V/def2-TZVPD

As for the SMILES: C1[C@]23C[C@]12[NH2+]3. The HOMO-LUMO gap comes out at 11.37 eV. As for the total charge: +1. The LUMO energy comes out at -4.9 eV.

Atoms and positions in Å:
1 C 0.5113 -0.9298 0.6518
2 C 0.4774 -0.2195 -0.6242
3 C 0.5898 1.1570 0.0427
4 C -0.4956 0.2451 0.6120
5 N -1.0581 -0.1771 -0.6629
6 H 1.3469 -0.8391 1.4394
7 H 0.0097 -1.9781 0.7905
8 H 0.2481 1.9772 -0.5518
9 H 1.4298 1.3817 0.5813
10 H -1.5599 -1.0120 -0.9069
11 H -1.4995 0.3946 -1.3719

=====

y) is favored, and the nearest alternative lies 7.2 kcal/mol above it.

=====

w) Formula: C4H10NO
Source: the Open Molecules 2025 dataset
Level of theory: ωB97M-V/def2-TZVPD

The HOMO-LUMO gap (alpha / beta) comes out at 9.02 / 8.34 eV. As for the total charge: +1. The LUMO energy (alpha / beta) comes out at -5.4 / -5.8 eV.

Atoms and positions in Å:
1 C 0.8076 1.6494 -0.4269
2 C -0.4734 1.5196 0.3971
3 C -1.1483 -0.5118 -0.9629
4 C 1.0069 -1.7034 0.8766
5 N -0.4510 0.0646 0.1737
6 O 0.0518 -0.6044 1.2249
7 H 0.9281 1.6420 -1.4692
8 H 1.6856 1.7017 0.0857
9 H -0.4529 1.9706 1.3976
10 H -1.3294 1.8970 0.0082
11 H -1.2655 0.1879 -1.8271
12 H -0.5782 -1.3121 -1.1346
13 H -2.2360 -0.7053 -0.6800
14 H 1.6686 -1.3498 0.0478
15 H 0.4033 -2.5596 0.4269
16 H 1.3829 -1.8864 1.8621

=====

x) Formula: C4H10NO
Source: the Open Molecules 2025 dataset
Level of theory: ωB97M-V/def2-TZVPD

The HOMO-LUMO gap comes out at 9.08 eV. As for the total charge: +1. The LUMO energy comes out at -5.3 eV.

Atoms and positions in Å:
1 C -0.4892 -0.3400 1.7151
2 C -0.7462 0.5607 0.5229
3 C -1.6262 1.5104 0.5152
4 C -0.0288 0.7961 -1.8114
5 N 0.0078 0.1122 -0.6843
6 H -1.2436 -1.1364 1.7297
7 H 0.5004 -0.8260 1.6500
8 H -0.4826 0.2314 2.7373
9 H -1.7756 2.2225 -0.3176
10 H -2.3552 1.6787 1.3322
11 H 0.5900 0.5124 -2.6837
12 H -0.6939 1.6690 -1.9396
13 H 0.7367 -0.6441 -0.7390
14 H 2.9615 -2.0134 -1.3010
15 H 2.3898 -2.5557 -0.1028
16 O 2.2550 -1.7777 -0.6229

=====

y) Formula: C4H10NO
Source: the Open Molecules 2025 dataset
Level of theory: ωB97M-V/def2-TZVPD

The HOMO-LUMO gap comes out at 9.34 eV. As for the total charge: +1. The LUMO energy comes out at -4.8 eV.

Atoms and positions in Å:
1 C -2.3164 1.1881 -0.8825
2 C -1.2927 0.4053 -0.1578
3 C -0.2911 -0.2688 -0.7238
4 N 0.7015 -0.9208 0.0312
5 C 1.4208 -1.8841 -0.3965
6 H -3.3089 0.7283 -0.8590
7 H -2.1205 1.0884 -1.9598
8 H -2.3546 2.2210 -0.5465
9 H -1.3699 0.3206 0.9274
10 H -0.1379 -0.2810 -1.7972
11 H 0.9611 -0.4335 0.9448
12 H 1.0918 -2.2955 -1.3477
13 H 2.2809 -2.2611 0.1382
14 H 2.1606 1.5869 1.3601
15 H 1.5754 0.9990 2.6079
16 O 1.4110 1.0328 1.6568

=====

y) is favored, and the nearest alternative lies 13.1 kcal/mol above it.

=====

w) Formula: C4H10NO
Source: the Open Molecules 2025 dataset
Level of theory: ωB97M-V/def2-TZVPD

The HOMO-LUMO gap comes out at 8.76 eV. As for the total charge: +1. The LUMO energy comes out at -5.6 eV.

Atoms and positions in Å:
1 C -1.7276 -0.6414 1.4587
2 C -0.8454 -0.7045 0.2518
3 C -0.8384 -1.7809 -0.5418
4 C -0.3464 1.5602 -0.0597
5 N 0.1285 0.3755 0.0779
6 H -2.4582 0.1843 1.3976
7 H -2.3553 -1.5240 1.4738
8 H -1.1868 -0.4820 2.3978
9 H -0.1383 -1.8317 -1.3602
10 H -1.4062 -2.6541 -0.2526
11 H 0.2980 2.4295 -0.1798
12 H -1.2701 1.6182 -0.6355
13 H 1.1121 0.1610 -0.0962
14 H 3.3185 0.4604 -0.3181
15 H 3.3382 1.1447 -1.6938
16 O 2.7475 0.8691 -0.9920

=====

x) Formula: C4H10NO
Source: the Open Molecules 2025 dataset
Level of theory: ωB97M-V/def2-TZVPD

As for the SMILES: C=C[C@@](C)([NH3+])O. The HOMO-LUMO gap comes out at 11.50 eV. As for the total charge: +1. The LUMO energy comes out at -3.4 eV.

Atoms and positions in Å:
1 C 2.1948 0.1638 0.7387
2 C 1.2866 0.3638 -0.1589
3 C -0.2119 -0.2924 0.0900
4 C -1.1132 0.8019 0.6816
5 N -0.9880 -0.5951 -1.2493
6 O -0.1763 -1.5207 0.7542
7 H 3.1980 0.3406 0.5735
8 H 1.9589 -0.3282 1.6929
9 H 1.3002 0.8954 -1.1543
10 H -2.0954 0.3136 0.8290
11 H -0.6418 1.0808 1.7205
12 H -0.8632 1.7650 0.0675
13 H -1.9405 -0.1537 -1.1184
14 H -1.1727 -1.5914 -1.1051
15 H -0.5826 -0.1384 -1.9775
16 H 0.7719 -1.7244 0.9774

=====

y) Formula: C4H10NO
Source: the Open Molecules 2025 dataset
Level of theory: ωB97M-V/def2-TZVPD

The HOMO-LUMO gap comes out at 10.02 eV. As for the total charge: +1. The LUMO energy comes out at -4.4 eV.

Atoms and positions in Å:
1 C -2.8325 -1.0159 0.0840
2 C -3.0913 0.1011 -0.3620
3 C 0.2400 2.1772 0.3910
4 C 0.9239 0.9080 0.2017
5 N 0.3734 -0.2423 0.1513
6 O 1.6703 -2.6317 -0.4454
7 H -2.6935 -2.0095 0.1776
8 H 2.4356 -2.1916 -0.7804
9 H -3.5584 0.9432 -0.7900
10 H 0.9192 3.0647 0.6159
11 H -0.4071 2.0297 1.1460
12 H -0.4884 2.3526 -0.5418
13 H 1.9902 0.8819 0.2448
14 H 0.8804 -1.1911 -0.0089
15 H -0.6395 -0.1951 -0.1686
16 H 1.7483 -3.1892 0.3143

=====

z) Formula: C4H10NO
Source: the Open Molecules 2025 dataset
Level of theory: ωB97M-V/def2-TZVPD

As for the SMILES: CC[C@H]([NH3+])C=O. The HOMO-LUMO gap comes out at 10.68 eV. As for the total charge: +1. The LUMO energy comes out at -4.1 eV.

Atoms and positions in Å:
1 C -1.0033 0.9665 1.3587
2 C -0.2735 -0.3199 1.0035
3 C 0.6025 -0.1607 -0.2302
4 N -0.1648 0.3798 -1.4429
5 C 1.3258 -1.4281 -0.7034
6 O 2.4492 -1.6293 -0.3460
7 H -0.3337 1.8280 1.4202
8 H -1.7784 1.2430 0.6518
9 H -1.4210 0.8906 2.3621
10 H 0.4400 -0.5712 1.7705
11 H -0.9813 -1.1364 0.8671
12 H 1.3924 0.5585 -0.0365
13 H -0.4344 -0.3775 -2.0783
14 H 0.3879 1.0250 -2.0138
15 H -1.0260 0.8782 -1.2040
16 H 0.8186 -2.1464 -1.3788

=====

z) is favored, and the nearest alternative lies 23.5 kcal/mol above it.

=====

w) Formula: C4H10NO
Source: the Open Molecules 2025 dataset
Level of theory: ωB97M-V/def2-TZVPD

As for the SMILES: CO[C@@]1(C)C[NH2+]1. The HOMO-LUMO gap comes out at 11.94 eV. As for the total charge: +1. The LUMO energy comes out at -3.4 eV.

Atoms and positions in Å:
1 C 0.7741 -2.0522 -0.3643
2 O -0.1876 -1.1058 -0.7439
3 C -0.1664 0.1639 -0.4148
4 C 1.0294 0.9091 0.1263
5 C -1.2994 1.0444 -0.6960
6 N -1.5684 0.6069 0.6457
7 H 1.8707 -1.6205 -0.5894
8 H 0.5727 -2.9227 -1.0058
9 H 0.6082 -2.3119 0.6584
10 H 0.5668 1.7712 0.6445
11 H 1.6415 1.3336 -0.7965
12 H 1.7455 0.4762 0.7417
13 H -0.9713 2.0902 -0.6738
14 H -2.0817 0.7401 -1.4795
15 H -1.7774 1.2722 1.4085
16 H -2.3953 -0.1350 0.6884

=====

x) Formula: C4H10NO
Source: the Open Molecules 2025 dataset
Level of theory: ωB97M-V/def2-TZVPD

As for the SMILES: C[C@@H]1OC[N@H+]1C. The HOMO-LUMO gap comes out at 12.42 eV. As for the total charge: +1. The LUMO energy comes out at -3.2 eV.

Atoms and positions in Å:
1 C -1.5929 -1.4247 -0.1831
2 C -0.3873 -0.5491 -0.5895
3 O 0.9027 -1.2956 -0.8667
4 C 1.6424 -0.3004 -0.1770
5 N 0.3814 0.3305 0.4276
6 C 0.2410 1.7810 0.4452
7 H -2.3732 -1.0950 0.6119
8 H -1.1755 -2.3746 0.2005
9 H -2.2674 -1.5399 -1.0289
10 H -0.7418 0.2117 -1.3060
11 H 2.2341 0.3820 -0.7598
12 H 2.3381 -0.5344 0.5227
13 H 0.2283 -0.1945 1.2836
14 H 0.5688 2.1443 -0.5157
15 H -0.8040 2.0207 0.6557
16 H 0.8054 2.4382 1.2795

=====

y) Formula: C4H10NO
Source: the Open Molecules 2025 dataset
Level of theory: ωB97M-V/def2-TZVPD

The HOMO-LUMO gap comes out at 8.94 eV. As for the total charge: +1. The LUMO energy comes out at -5.5 eV.

Atoms and positions in Å:
1 C 2.4454 -0.4084 -1.5065
2 C 1.1209 -0.1747 -0.8694
3 C 0.9650 -0.1645 0.4482
4 N -0.3266 0.1691 0.9589
5 C -0.6646 0.0775 2.1841
6 H 2.7562 0.4934 -2.0378
7 H 3.1914 -0.6920 -0.7680
8 H 2.3631 -1.2227 -2.2270
9 H 0.2463 -0.2105 -1.5086
10 H 1.7745 -0.2690 1.1459
11 H -0.9257 0.5151 0.1987
12 H -0.1616 -0.6527 2.8083
13 H -1.3882 0.7549 2.6273
14 H -2.8369 -0.3550 -0.4127
15 H -3.5121 1.0131 -0.6335
16 O -2.7968 0.4434 -0.9509

=====

y) is favored, and the nearest alternative lies 15.3 kcal/mol above it.